# 1
A structure of composition C45H40Cl2N3OsP2S. Source: the OMol25 dataset; level of theory: wB97M-V/def2-TZVPD.

Charge: +1
Frontier orbital gap (spin up / spin down) (eV): 7.235 / 6.402
<S²>: 6.06
E_LUMO (spin up / spin down) (eV): -1.738 / -4.018
HOMO (spin up / spin down) (eV): -8.973 / -10.419
2S+1: 5

Each line ends with the Löwdin charge.
CARTESIAN COORDINATES (ANGSTROEM)
Os1 -0.79 -0.30 -0.75  0.89
Cl1 -5.96 2.42 -3.09  0.77
Cl2 -1.24 -0.61 -3.23  0.75
S1 5.81 -1.18 2.40  0.81
P1 -0.05 0.21 1.30  0.78
P2 1.52 -0.31 -0.66  0.78
N1 -1.75 2.03 -1.92  0.05
N2 -2.90 0.47 -0.74  0.01
N3 1.60 -0.07 1.03  -0.40
C1 -3.66 3.89 -1.02  -0.09
C2 -2.28 -1.65 -0.40  -0.28
C3 2.94 0.55 -1.35  -0.34
C4 -1.20 -1.71 5.29  -0.06
C5 -4.82 -2.66 -1.05  -0.06
C6 0.85 2.87 1.35  -0.09
C7 -0.61 4.74 1.79  -0.08
C8 -2.43 4.30 -1.52  -0.02
C9 5.31 0.73 -1.73  -0.06
C10 -1.66 3.87 2.01  -0.08
C11 -1.21 -1.73 2.89  -0.08
C12 2.01 -4.80 -1.49  -0.07
C13 2.15 -2.52 -2.23  -0.10
C14 -2.50 -3.03 -0.38  -0.11
C15 2.25 -3.87 -2.50  -0.07
C16 -4.81 1.25 -3.69  -0.55
C17 2.68 -0.55 1.89  -0.26
C18 0.65 4.24 1.46  -0.07
C19 -4.44 -0.31 -5.48  -0.05
C20 -3.61 0.95 -3.06  -0.14
C21 -4.65 -1.30 -1.09  -0.01
C22 -0.53 -0.52 2.87  -0.33
C23 2.77 1.86 -1.77  -0.10
C24 4.22 -0.02 -1.33  -0.09
C25 5.14 2.05 -2.14  -0.06
C26 -3.38 -0.79 -0.74  -0.36
C27 -3.13 1.54 -1.71  -0.46
C28 3.87 2.61 -2.17  -0.07
C29 -0.21 2.00 1.57  -0.35
C30 1.55 -3.01 0.05  -0.10
C31 4.76 0.06 3.20  -0.48
C32 -0.52 -0.50 5.28  -0.06
C33 -2.84 -0.02 -3.73  -0.47
C34 5.16 -2.70 3.11  -0.41
C35 -4.01 2.57 -1.07  -0.06
C36 1.80 -2.08 -0.95  -0.36
C37 -1.47 2.50 1.90  -0.10
C38 -1.55 -2.33 4.10  -0.06
C39 3.63 0.57 2.31  -0.26
C40 -3.75 -3.52 -0.69  -0.06
C41 -5.23 0.64 -4.87  -0.10
C42 -0.19 0.10 4.08  -0.08
C43 1.66 -4.37 -0.22  -0.07
C44 -1.49 3.28 -1.88  -0.13
C45 -3.23 -0.64 -4.90  -0.11
H1 3.74 3.63 -2.50  0.11
H2 -5.78 -3.09 -1.29  0.11
H3 4.37 -0.37 4.12  0.08
H4 3.23 -1.32 1.35  0.08
H5 5.75 -3.52 2.71  0.03
H6 1.47 -5.09 0.57  0.11
H7 -2.64 4.25 2.28  0.11
H8 -0.45 3.57 -2.05  0.11
H9 2.24 -1.02 2.78  0.12
H10 1.47 4.92 1.29  0.11
H11 -3.93 -4.59 -0.68  0.11
H12 -1.47 -2.17 6.24  0.11
H13 -0.26 -0.02 6.22  0.11
H14 -4.33 4.60 -0.56  0.12
H15 -5.46 -0.64 -1.36  0.12
H16 -4.92 2.22 -0.59  0.10
H17 4.12 -2.87 2.85  0.02
H18 5.27 -2.70 4.20  0.04
H19 -1.49 -2.21 1.96  0.07
H20 2.10 -5.86 -1.70  0.11
H21 -2.58 -1.38 -5.35  0.11
H22 4.06 1.03 1.41  0.10
H23 6.30 0.29 -1.71  0.11
H24 0.33 1.05 4.08  0.11
H25 -2.13 5.34 -1.52  0.11
H26 2.52 -4.21 -3.49  0.11
H27 3.07 1.34 2.83  0.11
H28 2.34 -1.80 -3.02  0.11
H29 -2.30 1.83 2.06  0.11
H30 5.41 0.89 3.48  0.07
H31 -0.76 5.81 1.88  0.11
H32 -2.08 -3.27 4.11  0.11
H33 4.36 -1.05 -1.01  0.11
H34 1.78 2.29 -1.79  0.09
H35 5.99 2.63 -2.44  0.11
H36 -1.69 -3.72 -0.16  0.09
H37 -4.76 -0.78 -6.40  0.12
H38 1.83 2.49 1.10  0.08
H39 -6.18 0.93 -5.30  0.11
H40 1.26 -2.69 1.04  0.10

***

# 2
A structure of composition C40H38Co2O10P2 in a non-equilibrium geometry. Source: the OMol25 dataset; level of theory: wB97M-V/def2-TZVPD.

Charge: -2
Frontier orbital gap (eV): 3.828
E_LUMO (eV): 3.898
HOMO (eV): 0.070

Each line ends with the Löwdin charge.
CARTESIAN COORDINATES (ANGSTROEM)
Co1 1.68 -1.76 0.60  -0.09
Co2 0.71 0.30 1.46  0.04
P1 4.04 -1.96 0.44  1.09
P2 -5.09 1.33 -0.84  0.50
O1 -6.68 1.17 -0.66  -0.25
O2 -4.75 2.71 -1.28  -0.26
O3 -0.12 2.13 3.55  0.09
O4 1.64 -4.64 0.85  0.02
O5 -4.22 2.91 1.73  -0.06
O6 -5.98 1.64 2.39  0.01
O7 3.27 0.06 2.79  0.03
O8 1.53 -1.09 -2.20  0.06
O9 1.21 2.33 -0.55  0.10
O10 -4.65 0.26 -1.92  -0.24
C1 -4.43 0.77 0.76  -0.20
C2 5.95 -3.00 4.55  -0.11
C3 4.75 -3.26 -0.65  -0.32
C4 -1.96 1.19 -1.80  -0.06
C5 5.02 -0.54 -0.19  -0.33
C6 5.15 1.73 -1.01  -0.07
C7 -4.81 4.10 2.38  -0.20
C8 -4.96 1.77 1.72  -0.57
C9 -1.97 3.90 -1.10  -0.11
C10 6.19 -5.15 -1.13  -0.10
C11 1.54 -3.49 0.76  -0.25
C12 -5.43 5.04 1.37  -0.08
C13 4.53 -3.09 -2.03  -0.08
C14 4.85 -2.32 2.05  -0.34
C15 5.57 -4.30 -0.20  -0.08
C16 6.40 -1.86 3.86  -0.09
C17 4.42 -3.48 2.73  -0.10
C18 1.54 -1.33 -1.07  -0.23
C19 4.40 0.67 -0.50  -0.05
C20 -0.92 -0.17 0.86  -0.25
C21 6.53 1.58 -1.23  -0.10
C22 4.88 -3.74 4.03  -0.08
C23 -0.15 -1.25 1.21  -0.24
C24 -1.92 2.17 -2.79  -0.11
C25 0.98 1.47 0.20  -0.16
C26 6.01 -4.95 -2.50  -0.11
C27 5.16 -3.93 -2.95  -0.09
C28 -1.96 3.53 -2.45  -0.12
C29 -8.29 1.60 -2.42  -0.10
C30 5.82 -1.50 2.64  -0.09
C31 -2.06 0.47 0.55  -0.12
C32 -7.58 2.21 -1.24  -0.24
C33 -1.93 2.92 -0.10  -0.05
C34 6.40 -0.70 -0.41  -0.11
C35 2.36 -0.10 2.08  -0.25
C36 7.15 0.35 -0.96  -0.10
C37 -4.75 -1.19 -1.72  -0.23
C38 -6.19 -1.58 -1.84  -0.08
C39 -1.98 1.54 -0.43  -0.26
C40 0.32 1.42 2.74  -0.13
H1 -7.53 1.10 -3.02  0.07
H2 3.32 0.78 -0.35  0.07
H3 -5.57 3.77 3.09  0.10
H4 -1.87 3.21 0.95  0.11
H5 3.73 -4.17 2.25  0.09
H6 -3.98 4.58 2.89  0.11
H7 6.42 -3.30 5.48  0.09
H8 -6.30 -2.30 -2.64  0.06
H9 7.12 2.41 -1.61  0.09
H10 -8.24 2.57 -0.43  0.12
H11 -4.28 -1.41 -0.75  0.11
H12 -5.08 6.06 1.53  0.06
H13 4.99 -3.78 -4.02  0.10
H14 -6.53 -2.04 -0.91  0.08
H15 4.66 2.68 -1.24  0.11
H16 6.13 -0.56 2.16  0.10
H17 -5.21 4.70 0.35  0.07
H18 -6.82 -0.71 -2.08  0.05
H19 7.19 -1.24 4.29  0.10
H20 6.89 -1.64 -0.16  0.11
H21 -2.01 4.96 -0.81  0.09
H22 4.39 -4.52 4.61  0.10
H23 8.21 0.20 -1.18  0.09
H24 3.89 -2.28 -2.39  0.10
H25 -8.74 2.39 -3.02  0.07
H26 -4.16 -1.61 -2.52  0.11
H27 -1.87 1.88 -3.84  0.09
H28 -1.98 0.12 -2.07  0.12
H29 5.75 -4.44 0.86  0.09
H30 -6.52 5.05 1.50  0.06
H31 -2.01 4.30 -3.22  0.08
H32 -0.56 -2.05 1.85  0.06
H33 -6.97 3.06 -1.60  0.10
H34 6.52 -5.59 -3.22  0.09
H35 -9.05 0.87 -2.12  0.07
H36 -4.86 -0.21 0.97  0.08
H37 -3.08 0.27 1.04  0.04
H38 6.82 -5.96 -0.76  0.09

***

Here are the calculated ΔE to the lowest compared entry with this formula, charge and spin numbers, same order: 57.4; 74.7 (kcal per mole).